Entry w
ORCA calculation (the ωB97M-V functional and the def2-TZVPD basis) on a cluster of 7 separate species, C7H28O7 in total.

As for the SMILES: CO.CO.CO.CO.CO.CO.CO.

```
42
Properties=species:S:1:pos:R:3:lowdin_charge:R:1
C 2.53270 -2.91241 1.07535 -0.14
O 2.24192 -2.39031 2.36169 -0.13
H 3.08653 -2.19589 0.45813 0.08
H 3.04142 -3.87411 1.13809 0.08
H 1.59309 -3.03564 0.53264 0.07
H 2.99115 -2.46677 2.95385 0.08
C -1.13913 -3.26297 -2.48561 -0.14
O -2.29157 -3.90406 -3.06863 -0.14
H -0.26791 -3.88897 -2.67962 0.07
H -0.99028 -2.32834 -3.02437 0.08
H -1.30142 -3.15470 -1.41635 0.07
H -2.71724 -3.28116 -3.65692 0.06
C 0.96836 2.46672 -3.13217 -0.13
O 0.55013 1.25886 -2.47917 -0.14
H 1.13834 3.16289 -2.31160 0.06
H 1.82529 2.35501 -3.79983 0.07
H 0.15998 2.83728 -3.76504 0.08
H 0.92740 1.26742 -1.59333 0.03
C -1.13617 -3.70374 3.39360 -0.16
O -0.89938 -2.92549 2.23204 -0.13
H -2.13824 -4.12003 3.32918 0.08
H -0.46813 -4.57832 3.37441 0.08
H -0.96385 -3.21496 4.35396 0.08
H 0.01507 -2.62519 2.25608 0.02
C -0.05634 -0.26859 0.19763 -0.15
O 1.11106 0.48391 0.45194 -0.11
H 0.12018 -1.33572 0.35048 0.05
H -0.85887 0.03872 0.88782 0.08
H -0.51233 -0.07576 -0.77111 0.07
H 1.48327 0.25604 1.30511 0.08
C 1.47856 4.62939 0.29637 -0.17
O 0.66864 5.06470 -0.78023 -0.14
H 1.22027 5.08718 1.26002 0.08
H 1.42764 3.54436 0.38067 0.06
H 2.49131 5.00098 0.13453 0.08
H -0.18206 4.61882 -0.68168 0.03
C -2.75056 2.86132 0.79128 -0.11
O -1.50510 3.27179 0.15849 -0.14
H -2.66901 1.82736 1.11714 0.07
H -3.01869 3.60592 1.53743 0.08
H -3.56431 2.94829 0.06093 0.08
H -1.64174 2.95617 -0.74322 0.08
```

Entry x
ORCA calculation (the ωB97M-V functional and the def2-TZVPD basis) on a cluster of 7 separate species, C7H28O7 in total.

As for the SMILES: CO.CO.CO.CO.CO.CO.CO.

```
42
Properties=species:S:1:pos:R:3:lowdin_charge:R:1
C -4.70965 -2.93402 1.23597 -0.15
O -5.41007 -1.71957 1.33980 -0.13
H -5.42535 -3.75613 1.23749 0.08
H -4.28884 -2.97665 0.23139 0.07
H -3.82133 -3.14687 1.83069 0.08
H -6.31716 -1.79616 1.03496 0.03
C -8.15114 -1.83897 -0.87576 -0.09
O -8.03269 -1.47705 0.50033 -0.15
H -9.04957 -2.43991 -1.01650 0.05
H -8.26227 -0.87866 -1.37932 0.08
H -7.37443 -2.49767 -1.26427 0.09
H -8.59127 -0.74320 0.76689 0.06
C -11.46183 -4.30554 -2.14063 -0.14
O -12.07390 -5.40926 -1.40220 -0.12
H -10.74880 -4.59896 -2.91108 0.07
H -12.18238 -3.72514 -2.71686 0.07
H -10.87908 -3.64676 -1.49682 0.05
H -12.17742 -6.12684 -2.03144 0.07
C -7.00869 1.70127 -2.64144 -0.14
O -6.54228 1.98001 -1.35560 -0.13
H -8.06996 1.62699 -2.87872 0.09
H -6.54418 2.49923 -3.22074 0.09
H -6.58852 0.70744 -2.79585 0.08
H -5.65594 2.34717 -1.39012 0.10
C -11.30834 -1.44407 1.77012 -0.19
O -11.99871 -1.42756 0.57190 -0.12
H -10.95186 -0.45360 2.05298 0.08
H -12.02621 -1.72618 2.54029 0.08
H -10.49526 -2.16956 1.74427 0.07
H -12.50837 -2.23777 0.49827 0.08
C -6.86926 -0.07882 3.68800 -0.16
O -5.44615 0.02980 3.62153 -0.12
H -7.42595 0.82316 3.94221 0.07
H -7.25258 -0.36725 2.70924 0.04
H -7.24095 -0.93032 4.25800 0.07
H -5.18547 -0.43704 2.82422 0.03
C -7.72100 2.92078 1.62258 -0.16
O -8.00469 1.66614 1.04492 -0.13
H -8.35436 3.73210 1.26379 0.07
H -7.83447 2.93112 2.70660 0.07
H -6.67722 3.19277 1.46554 0.08
H -7.54877 1.69850 0.20071 0.02
```

So which one is most stable? That would be entry w, about 0.635 eV below the next structure.

Entry w
ORCA calculation (the ωB97M-V functional and the def2-TZVPD basis) on a cluster of 2 separate species, C5H9O2S in total.

As for the charge: -1.

```
17
Properties=species:S:1:pos:R:3:lowdin_charge:R:1
C -1.13943 -1.70756 -1.60161 -0.14
C -0.65138 -2.00706 -0.45534 -0.08
C -0.04610 2.11113 1.03838 -0.14
C -0.43744 0.79391 0.41243 -0.36
C 0.39636 -0.36621 0.72784 -0.26
O 1.79012 -0.67083 -1.58058 -0.57
O 2.67808 0.52807 0.52375 -0.60
S 2.07719 -0.68739 -0.11030 0.62
H -1.39405 -2.54350 -2.20844 0.02
H -1.07704 -0.66519 -2.05652 0.07
H -0.52310 -2.89357 0.13130 0.03
H -0.61264 2.82449 0.49173 0.06
H -0.18217 2.14935 2.10152 0.07
H 0.97610 2.32107 0.91756 0.04
H -1.51325 0.86748 0.77121 0.12
H -0.41644 0.76843 -0.72880 0.10
H 0.07517 -0.82263 1.62587 0.04
```

Entry x
ORCA calculation (the ωB97M-V functional and the def2-TZVPD basis) on a cluster of 2 separate species, C5H9O2S in total.

As for the charge: -1.

```
17
Properties=species:S:1:pos:R:3:lowdin_charge:R:1
C 0.92390 0.30359 -1.75895 -0.15
C 1.11459 1.31897 -0.62700 -0.13
C 0.64575 -0.21534 -0.35846 -0.33
C -1.14392 -0.69842 1.61587 -0.14
C -0.68957 -0.34173 0.10727 -0.22
O -0.14591 -3.92052 0.02834 -0.62
O -2.54761 -3.30632 0.43532 -0.64
S -1.34158 -3.25451 -0.45871 0.60
H 0.04268 0.60201 -2.37101 0.10
H 1.75631 0.27363 -2.38919 0.06
H 2.14723 1.55857 -0.39494 0.06
H 0.40417 2.13007 -0.57842 0.07
H 1.27481 -0.86284 0.22606 0.12
H -2.15275 -1.20973 1.53963 0.04
H -1.10560 0.13289 2.31474 0.03
H -0.47529 -1.54183 1.98533 0.07
H -1.37249 0.43930 -0.30941 0.08
```

So which one is most stable? That would be entry x, about 1.218 eV below the next structure.

Entry w
ORCA calculation (the ωB97M-V functional and the def2-TZVPD basis) on an isolated molecule of C4H7NOS2.

As for the SMILES: COC(=S)NC(C)=S.

```
15
Properties=species:S:1:pos:R:3:lowdin_charge:R:1
C 0.19057 0.91124 2.82311 -0.16
O -0.14414 0.28450 1.63448 -0.12
C 0.62351 0.56680 0.59637 -0.82
S 1.81711 1.72106 0.65634 0.70
N 0.52710 -0.16670 -0.62284 0.00
C -0.57913 -0.87353 -1.19113 -0.92
C -0.64820 -0.89762 -2.66231 -0.16
S -1.71303 -1.69238 -0.44286 0.76
H -0.55342 0.55696 3.67884 0.14
H 0.02645 2.00543 2.77662 0.09
H 1.13638 0.71813 3.15753 0.04
H 1.28639 -0.01108 -1.39312 0.17
H 0.02588 -0.27522 -3.26007 0.07
H -0.20446 -1.94892 -2.78686 0.11
H -1.79101 -0.89868 -2.96411 0.11
```

Entry x
ORCA calculation (the ωB97M-V functional and the def2-TZVPD basis) on an isolated molecule of C4H7NOS2.

As for the SMILES: NC(=S)SC[C@H]1CO1.

```
15
Properties=species:S:1:pos:R:3:lowdin_charge:R:1
N 0.84747 1.35717 1.18928 0.03
C 1.85332 1.38442 0.29642 -1.27
S 3.09056 2.49310 0.31246 0.54
S 1.76453 0.29635 -1.04084 0.91
C 0.52010 -0.91998 -0.58049 -0.43
C -0.95539 -0.57577 -0.90348 -0.30
C -1.98730 -1.14467 -0.06287 -0.07
O -1.59379 0.25110 0.11583 -0.10
H 0.91911 2.07683 1.91422 0.10
H -0.08844 1.00274 0.98800 0.07
H 0.73632 -1.77844 -1.21835 0.08
H 0.72836 -1.22356 0.44539 0.09
H -1.20280 -0.32762 -1.90626 0.13
H -1.63063 -1.74892 0.74643 0.11
H -3.00142 -1.14275 -0.29574 0.10
```

So which one is most stable? That would be entry x, about 0.533 eV below the next structure.

Entry w
ORCA calculation (the ωB97M-V functional and the def2-TZVPD basis) on an isolated molecule of C2H4O3S.

As for the SMILES: C=[S@](=O)(O)C=O.

```
10
Properties=species:S:1:pos:R:3:lowdin_charge:R:1
C -0.70350 -0.51272 1.27876 -0.24
S 0.32418 0.73833 0.87133 0.68
O 1.41492 0.88703 1.86782 -0.36
O -0.47177 2.06158 0.86469 -0.18
C 1.05132 0.62876 -0.90667 -0.24
O 0.76980 1.20774 -1.93125 0.06
H -1.22079 -0.92382 0.36841 0.03
H -0.49761 -1.08490 2.21406 0.04
H -0.50349 2.58283 0.05055 0.10
H 1.79241 -0.16860 -0.78099 0.11
```

Entry x
ORCA calculation (the ωB97M-V functional and the def2-TZVPD basis) on an isolated molecule of C2H4O3S.

As for the SMILES: O[C@@]1(S)COO1.

```
10
Properties=species:S:1:pos:R:3:lowdin_charge:R:1
O -0.38239 1.45476 0.56887 0.02
C -0.12427 0.13995 0.35136 -0.89
S -1.69159 -0.79092 0.14206 0.80
C 0.93634 -0.33007 -0.60540 -0.16
O 1.51376 -1.03580 0.46864 -0.04
O 0.58308 -0.51875 1.40503 -0.05
H -1.06410 1.59127 1.22540 0.10
H -1.92559 -0.06642 -1.09813 -0.04
H 0.60382 -0.97727 -1.41880 0.11
H 1.55094 0.53326 -1.03904 0.15
```

So which one is most stable? That would be entry x, about 0.051 eV below the next structure.